A molecular structure, C52H73Cl2N2O2P2SbSi4TeTi, computed with ωB97M-V/def2-TZVPD.

Atoms and positions in Å:
Ti 0.83 0.92 -0.31
C 1.47 2.51 2.88
P 1.09 0.84 2.20
C 2.73 0.00 2.33
N 2.91 -0.95 3.22
C 4.13 -1.53 3.29
C 4.36 -2.59 4.18
C 5.62 -3.13 4.29
C 6.69 -2.63 3.52
C 6.48 -1.60 2.64
C 5.20 -1.05 2.49
N 4.99 -0.08 1.56
C 3.76 0.38 1.43
P 3.44 1.69 0.17
C 4.25 3.09 1.08
C 4.64 1.52 -1.30
C 6.13 1.27 -1.01
C 4.17 0.39 -2.21
C 4.50 2.86 -2.02
C -0.01 0.16 3.56
C -0.33 -1.30 3.22
C 0.60 0.26 4.96
C -1.31 0.98 3.50
H 2.30 2.46 3.59
H 0.59 2.90 3.38
H 1.73 3.19 2.07
H 3.54 -2.96 4.77
H 5.78 -3.95 4.97
H 7.68 -3.05 3.63
H 7.29 -1.20 2.04
H 5.31 3.09 0.85
H 4.13 2.95 2.15
H 3.81 4.05 0.79
H 6.28 0.36 -0.45
H 6.59 2.09 -0.46
H 6.64 1.18 -1.97
H 4.58 -0.56 -1.87
H 4.53 0.55 -3.23
H 3.09 0.31 -2.27
H 4.84 3.69 -1.41
H 3.46 3.05 -2.31
H 5.10 2.85 -2.93
H 0.58 -1.90 3.15
H -0.88 -1.36 2.28
H -0.95 -1.74 4.01
H 1.51 -0.32 5.02
H -0.12 -0.15 5.67
H 0.80 1.29 5.24
H -1.53 1.35 2.49
H -1.27 1.84 4.17
H -2.15 0.35 3.80
Cl 0.25 5.97 -5.28
C 0.44 4.54 -4.31
C 0.95 3.39 -4.91
C 1.11 2.26 -4.13
Cl 1.76 0.83 -4.88
C 0.79 2.22 -2.77
O 0.95 1.11 -2.05
C 0.29 3.42 -2.16
C 0.02 3.52 -0.78
O 0.17 2.55 0.08
C 0.11 4.57 -2.98
H 1.22 3.38 -5.95
H -0.37 4.45 -0.39
H -0.28 5.47 -2.54
C 0.02 -6.31 1.80
C -0.80 -5.22 2.06
C -0.55 -4.00 1.45
C 0.52 -3.83 0.59
C 1.33 -4.94 0.31
C 1.07 -6.16 0.91
Sb 0.90 -1.95 -0.41
C 2.76 -2.67 -1.22
C 3.82 -2.80 -0.33
C 5.07 -3.22 -0.76
C 5.26 -3.52 -2.11
C 4.20 -3.41 -3.00
C 2.95 -2.98 -2.56
C -0.33 -2.47 -2.10
C -1.25 -3.51 -2.02
C -2.09 -3.79 -3.09
C -2.01 -3.03 -4.25
C -1.10 -1.99 -4.33
C -0.27 -1.71 -3.26
H -0.17 -7.26 2.27
H -1.65 -5.32 2.73
H -1.23 -3.18 1.65
H 2.15 -4.86 -0.39
H 1.71 -7.01 0.67
H 3.68 -2.58 0.73
H 5.88 -3.31 -0.06
H 6.23 -3.85 -2.46
H 4.35 -3.65 -4.04
H 2.13 -2.90 -3.26
H -1.32 -4.10 -1.12
H -2.81 -4.59 -3.00
H -2.66 -3.25 -5.09
H -1.04 -1.39 -5.23
H 0.43 -0.88 -3.33
C -7.00 -0.57 0.71
Si -5.21 -0.86 0.14
C -5.24 -1.79 -1.51
C -4.39 -2.00 1.42
Si -3.97 1.14 -0.12
Te -1.65 0.10 -0.31
Si -4.55 2.24 -2.14
C -3.67 1.38 -3.58
C -4.03 4.06 -2.14
C -6.42 2.19 -2.44
Si -4.57 2.63 1.63
C -3.38 4.08 1.92
C -4.84 1.78 3.31
C -6.25 3.37 1.15
H -7.55 -1.51 0.74
H -7.53 0.10 0.03
H -7.04 -0.13 1.70
H -5.58 -2.82 -1.38
H -4.23 -1.82 -1.93
H -5.89 -1.31 -2.24
H -4.97 -2.91 1.56
H -4.28 -1.51 2.39
H -3.40 -2.27 1.06
H -2.58 1.46 -3.46
H -3.93 1.82 -4.54
H -3.91 0.32 -3.61
H -2.97 4.17 -1.89
H -4.59 4.64 -1.40
H -4.19 4.52 -3.11
H -6.79 1.16 -2.50
H -6.69 2.69 -3.38
H -6.96 2.69 -1.64
H -2.37 3.74 2.16
H -3.73 4.71 2.75
H -3.31 4.71 1.03
H -3.91 1.67 3.87
H -5.27 0.78 3.18
H -5.53 2.36 3.93
H -6.17 3.99 0.26
H -6.66 3.98 1.95
H -6.97 2.57 0.93

The calculation puts the HOMO-LUMO gap (spin up / spin down) at 4.8 / 5.8 eV. The calculation puts the HOMO energy (spin up / spin down) at -5.8 / -6.9 eV. As for the spin multiplicity: 3. The expectation value of S² is 2.04.

Löwdin population analysis, charges in e, atoms 1 to 99: Ti 0.09; C -0.21; P 0.97; C -0.40; N 0.14; C -0.22; C -0.01; C -0.07; C -0.07; C -0.02; C -0.23; N 0.15; C -0.40; P 1.07; C -0.22; C -0.67; C -0.09; C -0.10; C -0.09; C -0.67; C -0.13; C -0.08; C -0.12; H 0.05; H 0.05; H 0.02; H 0.12; H 0.11; H 0.11; H 0.12; H 0.04; H 0.03; H 0.05; H 0.05; H 0.07; H 0.09; H 0.06; H 0.09; H 0.03; H 0.07; H 0.08; H 0.09; H 0.06; H 0.00; H 0.10; H 0.06; H 0.09; H 0.07; H 0.02; H 0.08; H 0.08; Cl 0.66; C -0.68; C -0.14; C -0.56; Cl 0.74; C -0.34; O -0.32; C -0.15; C -0.17; O -0.39; C -0.07; H 0.10; H 0.13; H 0.11; C -0.09; C -0.08; C -0.15; C -0.34; C -0.11; C -0.08; Sb 1.45; C -0.39; C -0.16; C -0.08; C -0.09; C -0.08; C -0.11; C -0.41; C -0.12; C -0.09; C -0.09; C -0.08; C -0.17; H 0.10; H 0.11; H 0.07; H 0.09; H 0.10; H 0.09; H 0.10; H 0.10; H 0.10; H 0.09; H 0.09; H 0.10; H 0.10; H 0.10; H 0.04

A single C6H6N4 molecule, computed with ωB97M-V/def2-TZVPD.

Atoms and positions in Å:
N -1.87 -1.86 -0.06
C -1.29 -0.71 -0.08
N -2.00 0.36 -0.02
C -1.39 1.57 0.05
C -0.08 1.79 -0.07
N 0.69 0.68 -0.19
C 2.11 0.50 -0.05
C 2.35 -0.83 0.04
N 1.23 -1.50 0.05
C 0.20 -0.62 -0.05
H -3.02 -1.87 0.35
H -1.44 -2.73 -0.37
H -2.02 2.50 0.26
H 0.46 2.77 -0.01
H 2.82 1.26 0.08
H 3.26 -1.31 0.05

The calculation puts the HOMO-LUMO gap at 9.0 eV. The calculation puts the HOMO energy at -8.0 eV. As for the SMILES: Nc1nccn2ccnc12.

Computed Löwdin charges, given in elementary charges: N 0.11; C -0.42; N 0.09; C -0.16; C -0.09; N 0.00; C -0.03; C -0.19; N 0.09; C -0.16; H 0.24; H 0.11; H 0.12; H 0.14; H 0.10; H 0.08

ΔE to the lowest compared entry with this formula, charge and spin list, top to bottom, in kcal/mol: 34.19 32.09
Energy list, top to bottom, in eV: -174267.480 -12278.369